Here is a 2-piece molecular cluster, C4H8O2 overall from OMol25. Energies are from ωB97M-V/def2-TZVPD.

Positions of all 14 atoms, in Å:
C 1.5941 -0.7613 0.6132
C 0.8624 0.2658 -0.2142
O 1.3599 1.3334 -0.4877
C -0.4257 -0.2247 -0.8503
C -1.7781 -0.2901 -0.2835
O -1.4207 0.6784 -1.2594
H 2.2647 -1.2764 -0.0827
H 2.2086 -0.2689 1.3707
H 0.9324 -1.5004 1.0741
H -0.1751 -0.9920 -1.5888
H -2.0114 0.0952 0.7093
H -2.4427 -1.0801 -0.6384
H -0.6665 1.8681 1.1089
H -0.3018 2.1530 0.5289

## Properties
SMILES: CC(=O)[C@H]1CO1.[H][H]
HOMO (hartree): -0.36229
E_tot (Ha): -307.589454

Here is an isolated molecule of C3H4N2OS at a distorted geometry from OMol25. Energies are from ωB97M-V/def2-TZVPD.

Positions of all 11 atoms, in Å:
C 1.7505 0.4007 0.5303
S 0.9653 -0.1398 -1.0271
N -0.3448 -0.9722 -0.3805
C -1.6178 -0.4859 -0.2420
O -2.6019 -1.1590 -0.0646
C -1.6937 0.9506 -0.3308
N -1.8625 2.0636 -0.5289
H 1.1202 1.0748 1.0947
H 2.7300 0.8204 0.3248
H 1.8570 -0.5380 1.1086
H -0.3022 -2.0152 -0.4844

## Properties
SMILES: CSNC(=O)C#N
HOMO (hartree): -0.36083
E_tot (Ha): -699.629586

Here is an isolated molecule of C18H23NO4S at a distorted geometry from OMol25. Energies are from ωB97M-V/def2-TZVPD.

Positions of all 47 atoms, in Å:
C -1.3345 3.4181 -4.4135
C -2.0181 2.0593 -4.5077
C -2.1641 1.3684 -3.1527
C -0.8173 0.9729 -2.5418
N -0.9820 0.2114 -1.3182
C -1.2616 -1.1990 -1.4459
C -0.9382 0.8850 -0.1466
O -0.8061 2.1003 -0.0986
C -1.0149 0.1273 1.1159
C -1.2257 0.6475 2.3682
C -1.0617 -0.4174 3.2765
C -0.7520 -1.5200 2.5251
C -0.3316 -2.8762 2.8940
S 1.5033 -3.0840 2.5660
O 2.1540 -3.2222 3.8429
O 1.6293 -4.1845 1.6487
C 2.0053 -1.5777 1.7091
C 2.0389 -1.6900 0.3295
C 2.2846 -0.5775 -0.4522
C 2.4863 0.6492 0.1619
C 2.4744 0.7447 1.5398
C 2.2365 -0.3673 2.3478
C 2.2432 -0.2105 3.8348
O -0.7402 -1.1956 1.2152
H -1.3548 3.9172 -5.3796
H -0.2973 3.3151 -4.1071
H -1.8445 4.0486 -3.6893
H -1.4550 1.4129 -5.1856
H -3.0149 2.1938 -4.9337
H -2.6759 2.0331 -2.4549
H -2.7788 0.4728 -3.2762
H -0.2374 0.3742 -3.2499
H -0.2561 1.8716 -2.2819
H -2.0767 -1.4979 -0.7870
H -0.3812 -1.8003 -1.2059
H -1.5583 -1.4047 -2.4725
H -1.4633 1.6674 2.5878
H -1.1642 -0.3823 4.3417
H -0.4802 -3.0782 3.9491
H -0.7903 -3.6421 2.2746
H 1.8705 -2.6649 -0.1010
H 2.3102 -0.6618 -1.5279
H 2.6539 1.5330 -0.4343
H 2.6417 1.7012 2.0119
H 3.1358 0.3330 4.1403
H 2.2304 -1.1748 4.3305
H 1.3788 0.3710 4.1524

## Properties
SMILES: CCCCN(C)C(=O)c1ccc(CS(=O)(=O)c2ccccc2C)o1
HOMO (hartree): -0.32656
E_tot (Ha): -1453.582045

Lowest unoccupied orbital energy, respectively: 0.028, 0.005, 0.020 Ha.